Run a
8
Properties=species:S:1:pos:R:3:lowdin_charge:R:1 method="wB97M-V/def2-TZVPD" smiles="O=[N+]([O-])/C=C/Cl" gap_ev=9.2 homo_ha=-0.3784 lumo_ev=-1.112
O 1.72644 -0.82661 0.36659 0.060
N 1.28578 0.29652 0.21183 -0.430
O 1.96345 1.31768 0.15484 0.054
C -0.17983 0.48743 0.08043 -0.009
C -1.01271 -0.71220 -0.21503 -0.477
Cl -2.65987 -0.45591 -0.46189 0.677
H -0.40765 1.52811 0.31162 0.114
H -0.71561 -1.63501 -0.44840 0.012


Run b
8
Properties=species:S:1:pos:R:3:lowdin_charge:R:1 method="wB97M-V/def2-TZVPD" smiles="C=C(Cl)[N+](=O)[O-]" gap_ev=10.0 homo_ha=-0.3895 lumo_ev=-0.564
C 0.13927 0.11891 -0.17414 0.056
C 1.48583 0.28788 -0.03896 -0.669
Cl 2.48933 1.61595 0.10441 0.771
N 2.31888 -1.07404 0.01476 -0.390
O 1.72384 -2.11889 0.23347 0.054
O 3.49915 -0.99929 -0.26813 0.035
H -0.58488 0.89902 -0.39381 0.075
H -0.16245 -0.89282 -0.41454 0.069


Least stable: run a


Run a
60
Properties=species:S:1:pos:R:3:lowdin_charge:R:1 method="wB97M-V/def2-TZVPD" smiles=OCCO.OCCO.OCCO.OCCO.OCCO.OCCO gap_ev=9.5 homo_ha=-0.3444 lumo_ev=0.112
O -0.54781 1.28212 0.00664 -0.135
C -0.86496 -0.04893 -0.02734 -0.250
C 0.23400 -0.78649 0.56754 -0.158
O -0.07267 -2.19528 0.29148 -0.077
H -1.22906 1.90808 -0.51104 0.153
H -1.74051 -0.04373 0.31058 0.054
H -0.99432 -0.15056 -1.16834 0.164
H 0.42660 -0.62441 1.57690 0.110
H 1.33199 -0.67023 0.28161 0.138
H 0.31801 -2.30849 -0.55466 0.031
O -0.41575 6.42751 2.19499 -0.056
C -1.51700 5.46648 2.10052 -0.165
C -0.68475 4.18765 2.07561 -0.313
O -1.46541 3.07528 2.15441 -0.014
H -0.01561 6.22422 1.41754 0.006
H -2.10185 5.41222 3.07370 0.153
H -2.04684 5.60268 1.24242 0.083
H 0.29375 4.16522 2.67328 0.150
H -0.08970 4.08513 1.08642 0.134
H -1.30892 2.75634 1.33242 -0.023
O 4.48275 -3.38077 -3.25053 -0.002
C 3.18949 -2.84282 -3.06730 -0.278
C 2.19878 -3.76907 -2.43169 -0.327
O 0.98635 -3.24097 -2.24821 -0.015
H 4.94752 -2.66806 -3.41873 -0.003
H 3.24490 -1.81606 -2.48018 0.151
H 2.81376 -2.44154 -4.12541 0.149
H 2.67357 -3.91951 -1.34603 0.173
H 2.31407 -4.74646 -2.92367 0.129
H 0.71916 -2.87373 -3.05097 0.077
O -3.13421 2.04231 -0.68463 -0.112
C -4.01862 1.33393 -1.44906 -0.262
C -4.86456 2.39001 -2.14228 -0.328
O -5.63358 1.77332 -3.07402 -0.102
H -3.61016 2.62601 -0.00783 0.153
H -3.37726 0.79798 -2.29956 0.165
H -4.49718 0.49624 -0.96068 0.123
H -4.30386 3.10020 -2.60794 0.078
H -5.61681 3.10712 -1.45682 0.186
H -5.13337 1.69407 -4.01882 0.184
O -0.01772 -6.61290 2.76798 0.016
C -0.44430 -5.58362 2.18532 -0.375
C -0.39073 -4.40520 3.26124 -0.220
O -1.05770 -3.22708 2.78509 -0.152
H 0.36773 -7.21191 2.19767 0.077
H 0.38771 -5.32402 1.43141 0.140
H -1.26522 -5.52151 1.67325 0.062
H 0.73358 -4.10498 3.80659 0.174
H -1.06054 -4.92465 4.04446 0.123
H -0.70820 -2.86545 1.86528 0.093
O 2.09959 1.77438 -1.18567 -0.050
C 3.08199 2.28642 -0.47908 -0.327
C 3.60545 1.18636 0.51749 -0.240
O 4.91235 1.57079 0.95335 -0.134
H 1.26736 1.63945 -0.75923 0.040
H 3.72992 2.92007 -1.04928 0.113
H 2.58473 3.08397 0.12391 0.117
H 3.57675 0.10378 0.25782 0.105
H 2.77971 1.15447 1.43088 0.150
H 4.92761 2.63462 1.09120 0.163


Run b
60
Properties=species:S:1:pos:R:3:lowdin_charge:R:1 method="wB97M-V/def2-TZVPD" smiles=OCCO.OCCO.OCCO.OCCO.OCCO.OCCO gap_ev=10.3 homo_ha=-0.3592 lumo_ev=0.521
O -3.32973 16.68014 -1.34407 -0.076
C -3.93390 15.40679 -1.05230 -0.208
C -5.45358 15.68583 -1.14245 -0.234
O -5.85984 16.51966 -0.09421 -0.071
H -2.41234 16.50103 -1.58013 0.085
H -3.57245 14.51870 -1.57477 0.120
H -3.67474 15.23126 0.00205 0.111
H -6.01256 14.74703 -1.11038 0.113
H -5.72446 16.13685 -2.10268 0.124
H -5.58212 17.42599 -0.26024 0.104
O -4.64345 11.82780 2.53651 -0.055
C -4.66862 13.14519 3.06704 -0.227
C -5.79026 14.00542 2.45839 -0.239
O -5.57078 15.38456 2.69506 -0.075
H -3.84898 11.45038 2.92890 0.085
H -4.58089 13.18122 4.15017 0.124
H -3.85647 13.74752 2.63414 0.115
H -6.78584 13.79475 2.87805 0.101
H -5.95498 13.69212 1.42455 0.108
H -5.70606 15.89868 1.89019 0.056
O -7.62606 16.03242 4.39081 -0.057
C -8.89248 16.23084 3.79343 -0.233
C -8.99639 17.65718 3.26113 -0.235
O -8.21851 17.81164 2.09138 -0.077
H -7.17797 15.35971 3.85818 0.035
H -9.05042 15.58674 2.92157 0.095
H -9.69147 16.00030 4.50697 0.120
H -8.68455 18.42554 3.97959 0.105
H -9.99988 17.96291 2.95128 0.110
H -7.29075 17.60683 2.23373 0.067
O -10.45321 19.38432 7.47448 -0.079
C -9.87556 20.03864 6.31949 -0.220
C -9.59475 21.48554 6.69785 -0.247
O -10.80559 22.22282 6.52238 -0.068
H -10.76121 20.08120 8.05725 0.067
H -8.88245 19.62663 6.11626 0.106
H -10.52521 19.83534 5.47227 0.116
H -8.78654 21.86530 6.05900 0.117
H -9.28579 21.54871 7.74509 0.122
H -10.67585 23.10497 6.88795 0.085
O -7.70383 12.57174 0.12613 -0.083
C -8.76819 13.46643 0.47400 -0.223
C -9.50609 12.95127 1.70355 -0.241
O -10.51605 12.03402 1.28451 -0.073
H -8.08748 11.69233 0.22232 0.088
H -8.35356 14.46467 0.62108 0.109
H -9.48340 13.49350 -0.35715 0.124
H -10.06026 13.80823 2.11283 0.108
H -8.85520 12.45452 2.42614 0.122
H -11.16001 11.85116 1.96801 0.082
O -12.41828 20.74953 0.18885 -0.060
C -11.40382 19.76183 0.40140 -0.253
C -11.59825 18.46532 -0.37092 -0.252
O -11.47374 18.63451 -1.76934 -0.066
H -12.30923 20.98880 -0.74189 0.081
H -10.39063 20.16735 0.34960 0.121
H -11.57695 19.45257 1.43771 0.110
H -12.55903 18.00957 -0.12660 0.123
H -10.85058 17.72910 -0.03826 0.113
H -10.76434 19.25166 -1.96550 0.083


Least stable: run a


Run a
7
Properties=species:S:1:pos:R:3:lowdin_charge:R:1 method="wB97M-V/def2-TZVPD" smiles="[NH2+]=C=[NH+][O-]" total_charge=+1 gap_ev="9.5 / 9.5" homo_ha="-0.5821 / -0.5821" lumo_ev="-6.386 / -6.386"
N -1.16345 0.36680 0.04098 0.313
C -0.01479 -0.05687 0.25404 0.079
N 1.14973 -0.41233 -0.02878 -0.057
O 2.13800 0.27302 -0.11113 0.115
H -1.93561 0.53876 0.67979 0.180
H -1.58217 0.69127 -0.77635 0.147
H 1.40829 -1.40065 -0.05856 0.223


Run b
7
Properties=species:S:1:pos:R:3:lowdin_charge:R:1 method="wB97M-V/def2-TZVPD" smiles=CO[N+]#N total_charge=+1 gap_ev=12.8 homo_ha=-0.6907 lumo_ev=-5.982
C 0.00644 0.18203 0.09586 0.245
O -1.58182 0.55378 -0.32072 0.063
N -2.61478 0.04535 0.02443 -0.076
N -3.66250 -0.31933 0.20051 0.426
H -0.03685 0.54216 1.14250 0.109
H 0.60162 0.81765 -0.59786 0.132
H 0.10632 -0.88278 0.25545 0.101


Run c
7
Properties=species:S:1:pos:R:3:lowdin_charge:R:1 method="wB97M-V/def2-TZVPD" smiles=CO[N+]#N total_charge=+1 gap_ev=12.2 homo_ha=-0.6903 lumo_ev=-6.629
C 0.19425 -0.07158 0.04125 0.025
O 1.46818 -0.76125 -0.19819 0.019
N 2.63099 -0.04128 -0.02926 0.082
N 3.63180 0.28722 0.14416 0.446
H -0.20796 0.36930 -0.90641 0.118
H 0.50219 0.60497 0.96654 0.146
H -0.59767 -0.84329 0.47989 0.164


Least stable: run a


Run a
22
Properties=species:S:1:pos:R:3:lowdin_charge:R:1 method="wB97M-V/def2-TZVPD" smiles="CN/N=C/OC.O=CC#CC=O" gap_ev=6.8 homo_ha=-0.2734 lumo_ev=-0.591
C -3.29111 -2.09409 -1.03176 -0.118
N -3.64024 -0.75958 -0.64211 -0.158
N -2.66981 0.13284 -0.33543 0.026
C -2.98826 1.28961 0.06799 -0.261
O -2.07552 2.20965 0.40342 -0.115
C -0.73353 1.80473 0.22723 -0.101
H -3.62127 -2.32626 -2.04852 0.063
H -2.19762 -2.22178 -1.00647 0.079
H -3.73175 -2.86139 -0.36682 0.070
H -4.59811 -0.46046 -0.62771 0.115
H -4.03229 1.65543 0.22054 0.145
H -0.59959 1.43426 -0.79714 0.087
H -0.08140 2.66483 0.38536 0.089
H -0.45481 1.01978 0.93774 0.060
O 5.25797 0.74837 -0.84090 0.072
C 4.31173 0.06597 -1.17198 -0.271
C 3.29550 -0.40365 -0.26584 0.067
C 2.48400 -0.80487 0.52392 0.073
C 1.56834 -1.35027 1.49919 -0.237
O 0.51909 -0.82695 1.86087 0.049
H 4.15170 -0.26534 -2.24581 0.136
H 1.84330 -2.34509 1.91192 0.129


Run b
22
Properties=species:S:1:pos:R:3:lowdin_charge:R:1 method="wB97M-V/def2-TZVPD" smiles="CC(=O)N[C@@]1(C)N=C(C)OC1=O" gap_ev=10.2 homo_ha=-0.3470 lumo_ev=0.710
C -1.87005 2.80496 -0.42557 0.000
C -0.96396 1.71328 0.20677 -0.440
O -0.41454 1.75107 1.28822 0.103
N -0.99289 0.59826 -0.71311 0.105
C -0.41539 -0.64291 -0.35635 -0.288
C -0.66550 -1.59832 -1.51379 -0.022
N 1.40716 -0.44748 -0.41373 0.210
C 1.72208 -0.81445 0.72045 -0.468
C 3.05949 -0.91487 1.27302 -0.002
O 0.71514 -1.30136 1.58739 0.087
C -0.56435 -1.12755 1.08067 -0.388
O -1.56951 -1.30487 1.69752 0.169
H -2.84525 2.46937 -0.09027 0.082
H -1.54816 3.71925 0.04479 0.071
H -1.84792 2.86041 -1.58282 0.110
H -1.37809 0.80014 -1.59855 0.105
H -1.29453 -2.52675 -1.24206 0.114
H 0.40347 -1.94874 -1.88862 0.122
H -1.13709 -1.17090 -2.36959 0.053
H 3.00183 -0.61403 2.31832 0.097
H 3.84977 -0.37868 0.70654 0.108
H 3.34828 -1.92581 1.27080 0.071


Least stable: run a


Run a
9
Properties=species:S:1:pos:R:3:lowdin_charge:R:1 method="wB97M-V/def2-TZVPD" gap_ev="8.6 / 7.8" homo_ha="-0.3134 / -0.3141" lumo_ev="0.083 / -0.714"
C 0.50486 0.11568 -0.56937 -0.336
C 0.96418 -0.25264 0.78988 -0.148
C -1.05592 0.27568 -0.64880 -1.121
F 0.91864 -1.54436 1.11447 0.001
Br -2.08501 -1.26415 -0.27515 0.658
Br -1.75622 1.86738 0.09260 0.635
H 0.92875 1.07500 -0.86863 0.099
H 0.78062 -0.66062 -1.28242 0.107
H 0.80010 0.38802 1.64742 0.107


Run b
9
Properties=species:S:1:pos:R:3:lowdin_charge:R:1 method="wB97M-V/def2-TZVPD" gap_ev=8.4 homo_ha=-0.3708 lumo_ev=-1.731
C 1.36586 -0.40449 -0.65114 0.019
C 0.41539 0.15118 0.00653 -0.300
C -1.04639 0.09811 0.16201 -0.834
F -1.54385 -0.50178 1.28781 -0.080
Br 0.77433 1.45750 2.16035 0.211
Br -1.97137 -0.62314 -1.40687 0.725
H 2.51587 -0.26090 -0.53243 0.137
H 0.93225 -0.99886 -1.41087 0.049
H -1.44209 1.08238 0.38460 0.073


Least stable: run a


Run a
47
Properties=species:S:1:pos:R:3:lowdin_charge:R:1 method="wB97M-V/def2-TZVPD" smiles="COc1ccc(CC(=O)NCCCSc2ccccc2)cc1OC" gap_ev=8.7 homo_ha=-0.2952 lumo_ev=0.645
C 3.52993 2.08188 2.75424 -0.086
O 3.12363 0.79794 3.15265 -0.066
C 1.91275 0.34182 2.72349 -0.199
C 1.04501 1.03112 1.89580 -0.005
C -0.16955 0.47065 1.52135 -0.059
C -0.53615 -0.78651 1.96758 -0.249
C -1.82359 -1.41717 1.53313 -0.055
C -1.68590 -2.30358 0.29614 -0.512
O -2.41893 -3.24717 0.08599 0.049
N -0.69655 -1.93465 -0.54424 0.050
C -0.52903 -2.52309 -1.84803 -0.183
C -0.87629 -1.54131 -2.97194 -0.235
C -2.28344 -0.97228 -2.82170 -0.438
S -2.37152 0.43663 -1.66735 0.963
C -1.51037 1.75195 -2.48281 -0.523
C -1.13413 1.73542 -3.81849 -0.102
C -0.47260 2.82489 -4.35928 -0.085
C -0.18592 3.93408 -3.58420 -0.097
C -0.57106 3.95432 -2.25261 -0.089
C -1.22696 2.87157 -1.70352 -0.128
C 0.33703 -1.48763 2.79814 0.038
C 1.54885 -0.94475 3.18375 -0.189
O 2.45790 -1.55458 3.99317 -0.062
C 2.15043 -2.82880 4.49995 -0.083
H 3.63514 2.15424 1.66606 0.096
H 4.50170 2.23967 3.21944 0.094
H 2.83357 2.85249 3.10223 0.097
H 1.29878 2.01409 1.53212 0.104
H -0.83488 1.02862 0.87922 0.084
H -2.25358 -2.03081 2.32562 0.127
H -2.55175 -0.64586 1.26849 0.115
H -0.16423 -1.10559 -0.32512 0.120
H 0.50417 -2.86652 -1.96954 0.121
H -1.19727 -3.38769 -1.88354 0.122
H -0.14638 -0.72751 -2.98323 0.100
H -0.80381 -2.07064 -3.92459 0.114
H -2.70148 -0.64789 -3.77385 0.069
H -2.95231 -1.71290 -2.38260 0.080
H -1.35300 0.88933 -4.45046 0.095
H -0.18351 2.80125 -5.39986 0.104
H 0.33043 4.77866 -4.01448 0.099
H -0.35840 4.81731 -1.63920 0.103
H -1.53523 2.88341 -0.66885 0.093
H 0.04480 -2.46843 3.13813 0.116
H 3.00223 -3.11241 5.11606 0.094
H 1.24724 -2.80985 5.11904 0.098
H 2.02425 -3.56372 3.69771 0.097


Run b
47
Properties=species:S:1:pos:R:3:lowdin_charge:R:1 method="wB97M-V/def2-TZVPD" smiles="CCCc1ccc(OCc2ccc(C(=O)N3CCSCC3)o2)cc1" gap_ev=9.2 homo_ha=-0.3127 lumo_ev=0.668
C -1.65566 4.03061 5.62269 -0.108
C -0.17804 4.20294 5.94882 -0.254
C 0.49638 2.86857 6.29523 -0.175
C 0.50253 1.93367 5.12021 -0.258
C -0.39828 0.88535 5.02588 -0.041
C -0.41743 0.04177 3.92610 -0.016
C 0.48143 0.24282 2.88795 -0.267
O 0.56027 -0.51861 1.75483 -0.027
C -0.33480 -1.60590 1.61019 -0.118
C -0.03371 -2.27105 0.30973 -0.227
C 0.69350 -3.38713 0.00687 0.011
C 0.65096 -3.51540 -1.39608 0.026
C -0.08628 -2.45500 -1.86093 -0.158
C -0.43805 -2.20654 -3.27230 -0.389
O -0.37819 -3.13719 -4.06217 0.068
N -0.84479 -0.96913 -3.66120 -0.059
C -0.65796 0.26591 -2.93475 -0.204
C 0.57246 1.01641 -3.43837 -0.449
S 0.35340 1.51894 -5.17486 0.839
C 0.00302 -0.14873 -5.81914 -0.446
C -1.15867 -0.78042 -5.06520 -0.207
O -0.50647 -1.70316 -0.81622 0.079
C 1.39366 1.29456 2.97285 0.002
C 1.39971 2.12340 4.07324 -0.033
H -2.18627 3.60218 6.47050 0.073
H -1.78142 3.36959 4.76812 0.068
H -2.10768 4.99100 5.38557 0.068
H -0.07016 4.88379 6.79615 0.104
H 0.33174 4.64946 5.09262 0.104
H -0.03192 2.40821 7.13235 0.112
H 1.52455 3.06536 6.60818 0.113
H -1.10442 0.71451 5.82584 0.115
H -1.13590 -0.76271 3.89672 0.103
H -0.20013 -2.32850 2.42549 0.141
H -1.37303 -1.24383 1.60741 0.142
H 1.18928 -4.03496 0.69984 0.115
H 1.09997 -4.27630 -1.99982 0.121
H -0.55095 0.07106 -1.87018 0.112
H -1.54658 0.88918 -3.08584 0.126
H 0.72639 1.93175 -2.87075 0.074
H 1.46391 0.39025 -3.37288 0.084
H -0.23688 -0.02605 -6.87307 0.074
H 0.90446 -0.75395 -5.71634 0.084
H -1.37518 -1.76461 -5.48751 0.121
H -2.04441 -0.14220 -5.14188 0.124
H 2.08928 1.43682 2.16084 0.117
H 2.11552 2.93104 4.12503 0.117


Least stable: run b